An isolated ion of composition C3H7N2O2 and charge +1 in a non-equilibrium geometry, computed with ωB97M-V with the def2-TZVPD basis set.

Structure (XYZ):
```
14
Properties=species:S:1:pos:R:3:forces:R:3:mulliken_charge:R:1
C 1.6680 -0.1137 0.1077 1.074 -0.429 -0.287 -0.01
C -1.0996 -0.6012 -0.3349 1.331 -0.679 -0.321 -0.05
C -0.6709 0.6824 0.3115 0.877 0.455 0.944 0.14
N 1.3381 -1.0703 -0.6462 -2.072 0.143 -0.062 -0.51
N 0.7471 0.6604 0.6979 -1.059 0.376 0.447 -0.21
O -1.4765 -1.5787 0.3915 -0.077 0.519 -0.084 -0.31
O -0.9279 1.6868 -0.6117 -0.321 -0.154 -0.416 -0.53
H 2.6973 0.1457 0.3630 -0.037 -0.040 -0.005 0.40
H -1.2181 -0.5708 -1.4162 -0.210 -0.243 0.051 0.47
H -1.2444 0.8053 1.2451 0.015 -0.072 -0.246 0.34
H 2.0079 -1.6644 -1.1024 0.394 0.141 0.041 0.26
H 1.0574 1.4324 1.2690 -0.055 -0.113 0.018 0.24
H -1.8213 -2.3602 -0.0838 0.161 0.237 -0.110 0.43
H -1.0572 2.5461 -0.1905 -0.019 -0.143 0.033 0.35
```
Positions in Å, forces in eV/Å.

The LUMO energy is -0.1958 Eh. The energy above the lowest of the compared OMol25 structures with the same formula, charge and spin is 33.8 kcal/mol. Its total charge is +1. Its HOMO-LUMO gap is 8.811 eV. The energy comes out at -10291.3470 eV. The HOMO energy is -14.139 eV.

=====

One molecule with the formula C21H26F4O6 in a non-equilibrium geometry, computed with ωB97M-V with the def2-TZVPD basis set.

Structure (XYZ):
```
57
Properties=species:S:1:pos:R:3:forces:R:3:mulliken_charge:R:1
C 1.8452 3.9990 -1.5294 -0.142 -0.262 0.001 -1.44
C 0.7764 2.9101 -1.6628 0.837 0.283 0.465 -0.10
C 0.1304 2.6849 -0.3007 -0.538 0.182 -0.634 -0.99
C -0.8779 1.5682 -0.1948 -0.324 0.155 0.606 0.94
C -1.8929 1.5768 0.6879 0.411 -0.086 -0.185 0.55
C -2.1345 2.6860 1.6867 -0.271 0.120 -0.047 0.55
F -0.9798 3.0706 2.2794 -0.089 0.045 -0.160 -0.31
F -2.9502 2.2501 2.6881 0.247 0.097 -0.062 -0.35
C -2.8625 3.9284 1.0679 -0.123 -0.149 0.049 0.02
F -2.1004 5.0364 1.1701 0.041 -0.006 -0.064 -0.27
F -3.1397 3.7214 -0.2466 0.199 0.035 0.056 -0.26
C -2.8711 0.4578 0.6985 -0.553 -0.087 0.044 -0.08
O -4.0482 0.6080 0.9638 0.564 0.021 -0.087 -0.62
C -2.3446 -0.8873 0.3188 0.294 0.409 -0.208 0.45
C -3.0346 -2.0558 0.9389 0.008 -0.293 -0.468 -1.53
C -2.2137 -2.6534 2.0649 -0.454 -0.429 0.116 -0.45
O -1.8213 -1.6437 2.9886 0.452 0.185 -0.242 -0.38
C -0.5927 -1.0890 2.7576 0.082 1.396 -0.023 0.71
O -0.4722 0.1177 2.7255 -0.228 -1.165 0.298 -0.48
C 0.5908 -2.0141 2.6074 -0.171 0.228 0.211 0.08
C 1.8840 -1.3260 3.0261 -0.113 -0.541 -0.431 -1.45
C -1.3270 -0.9196 -0.5533 -0.403 -0.349 0.741 1.59
C -0.7291 -2.1702 -1.1123 0.325 0.426 -0.560 -1.32
C 0.8061 -2.1211 -1.2669 -0.131 -0.456 -0.207 -0.79
C 1.2163 -2.3185 -2.7151 0.293 -0.094 -0.035 -0.99
O 2.5878 -2.7740 -2.7859 -0.022 0.578 0.144 -0.43
C 3.4542 -1.7925 -3.1983 0.306 0.369 -1.465 0.79
C 4.3496 -1.2393 -2.1177 -0.570 -0.436 0.148 -0.96
O 3.5009 -1.4112 -4.3500 -0.257 -0.466 1.436 -0.55
C -0.8025 0.3682 -1.0800 0.064 -0.027 -0.618 -0.43
O -0.3457 0.3993 -2.2093 -0.130 -0.003 0.443 -0.62
H 2.1243 4.3929 -2.4981 0.049 0.164 -0.197 0.40
H 1.5157 4.8114 -0.8904 -0.084 0.265 0.021 0.34
H 2.7401 3.5736 -1.0868 0.204 0.005 0.180 0.34
H 0.0594 3.1910 -2.4225 -0.301 -0.154 -0.106 0.42
H 1.2917 2.0099 -1.9654 -0.110 -0.208 -0.378 0.15
H 0.9074 2.5810 0.4497 0.143 -0.303 0.230 0.28
H -0.3879 3.6020 -0.0445 -0.023 0.255 0.161 0.35
H -3.8077 4.0780 1.5807 -0.078 0.096 0.152 0.36
H -4.0142 -1.7608 1.2889 -0.145 0.234 0.178 0.40
H -3.2012 -2.8327 0.1956 -0.012 -0.180 -0.105 0.44
H -1.3707 -3.2071 1.6646 0.323 0.070 0.038 0.25
H -2.8240 -3.3716 2.6012 -0.079 -0.056 0.231 0.41
H 0.4153 -2.9142 3.1870 -0.067 -0.215 0.047 0.43
H 0.6541 -2.2927 1.5594 0.019 -0.201 -0.207 -0.19
H 2.6599 -2.0815 3.0846 0.220 -0.077 0.128 0.44
H 2.1829 -0.6243 2.2587 0.045 0.402 0.087 0.27
H 1.7738 -0.8425 3.9854 0.071 0.233 0.151 0.36
H -1.0148 -3.0446 -0.5484 -0.192 -0.139 0.263 0.27
H -1.1564 -2.3012 -2.1067 -0.101 -0.067 -0.173 0.59
H 1.2534 -2.9501 -0.7284 0.098 -0.088 0.290 0.79
H 1.2288 -1.1987 -0.8856 0.098 0.158 0.173 0.33
H 1.1159 -1.4037 -3.2877 -0.167 0.099 -0.172 0.42
H 0.6011 -3.0881 -3.1625 -0.080 -0.209 -0.188 0.37
H 4.1062 -1.6963 -1.1655 0.126 -0.106 0.132 0.32
H 5.3820 -1.4221 -2.3723 0.314 0.085 -0.070 0.33
H 4.1639 -0.1749 -2.0383 0.124 0.259 -0.130 0.24
```
Positions in Å, forces in eV/Å.

The LUMO energy is -0.0438 Eh. Its total charge is 0. Its HOMO-LUMO gap is 8.805 eV. The energy comes out at -45352.8085 eV. As for the SMILES: CCCC1=C(C(F)(F)C(F)F)C(=O)C(CCOC(=O)CC)=C(CCCOC(C)=O)C1=O. The HOMO energy is -9.996 eV.